Record 1
Here is an isolated molecule of C4H5NO2 from the Open Molecules 2025 dataset. Energies are from the ωB97M-V functional and the def2-TZVPD basis.

**Frontier orbital gap**: 10.8 eV

The geometry in XYZ format:
```
12
Properties=species:S:1:pos:R:3:mulliken_charge:R:1
O 0.07314 -1.65435 -2.23226 -0.450
C 0.31433 -0.80037 -1.41605 -0.136
C -0.35668 -0.83161 -0.06319 0.072
C 0.41768 -0.44670 1.17592 -0.442
N -0.64853 0.36772 0.69232 -0.154
C -0.48943 1.66395 0.22116 0.077
O 0.22673 2.49173 0.72686 -0.490
H 1.04648 0.01974 -1.62431 0.334
H -1.10109 -1.61909 0.01468 0.343
H 1.43010 -0.06981 1.04341 0.265
H 0.23476 -0.98679 2.10410 0.220
H -1.14749 1.86559 -0.64264 0.362
```

=====

Record 2
Here is a structure of composition C15H46CoO12 in a non-equilibrium geometry from the Open Molecules 2025 dataset. Energies are from the ωB97M-V functional and the def2-TZVPD basis.

**Multiplicity**: 4
**Frontier orbital gap (spin up / spin down)**: 6.4 / 5.6 eV

The geometry in XYZ format:
```
74
Properties=species:S:1:pos:R:3:mulliken_charge:R:1
Co 1.91413 -1.26390 2.22418 0.919
C 0.37462 -0.26351 0.45153 0.606
O 1.63291 -0.31525 0.38520 -0.991
O -0.03469 -0.83121 1.46504 -0.953
O -0.38310 0.05320 -0.49876 1.050
C -4.60196 -1.07055 2.46346 -1.508
C -3.48121 -0.42985 1.64871 0.703
O -2.46533 0.00732 2.50412 -0.615
H -4.23592 -1.77624 3.20920 0.321
H -5.34437 -1.46669 1.77064 0.363
H -5.29377 -0.37015 2.93135 0.389
H -3.85702 0.34965 0.98595 -0.108
H -3.15657 -1.23785 0.99308 0.053
H -1.63864 -0.33011 2.15151 0.392
C 1.42235 1.19815 -5.02836 -1.340
C 0.86665 0.53933 -3.75241 0.706
O 0.04592 1.44235 -3.01298 -0.584
H 2.00643 2.01055 -4.59598 0.237
H 0.68754 1.59225 -5.73039 0.352
H 2.10485 0.55058 -5.57876 0.357
H 1.68657 0.23688 -3.10099 -0.314
H 0.34766 -0.39646 -3.95984 0.194
H -0.09924 0.98073 -2.18386 0.183
C 4.51899 2.09419 -2.20519 -1.380
C 3.34811 2.08179 -1.23055 0.580
O 3.83247 1.33429 -0.07741 -0.603
H 4.20900 2.68366 -3.06805 0.347
H 4.74053 1.10507 -2.60602 0.246
H 5.45209 2.49459 -1.80883 0.362
H 2.47427 1.60171 -1.67105 -0.166
H 3.11658 3.11058 -0.95471 0.248
H 3.09129 0.83992 0.28015 0.419
C -3.61436 4.10265 -1.15145 -1.406
C -3.25732 2.56941 -1.21207 0.138
O -2.31088 2.48956 -0.11280 -0.592
H -4.12443 4.34337 -0.21872 0.311
H -4.27457 4.42479 -1.95671 0.416
H -2.73068 4.72416 -1.29612 0.325
H -2.72575 2.32321 -2.13127 0.204
H -4.10000 1.90912 -1.00710 0.251
H -1.81336 1.67267 -0.19498 0.208
C 2.45752 -2.16248 6.00764 -0.998
C 1.71834 -3.04577 4.98871 -0.317
O 1.15410 -2.21234 3.98309 -0.159
H 1.73505 -1.53573 6.53045 0.298
H 3.16535 -1.49114 5.52146 0.244
H 2.99249 -2.71765 6.77816 0.379
H 0.93073 -3.68319 5.39055 0.304
H 2.44498 -3.73242 4.55442 0.305
H 0.25004 -1.96690 4.19295 0.227
C -1.96213 -3.80851 1.75943 -0.221
O -1.42955 -3.16409 0.63841 -0.435
H -2.68077 -3.12360 2.20948 -0.042
H -2.45604 -4.74298 1.49313 0.277
H -1.19072 -4.00713 2.50346 0.100
H -1.14074 -2.29784 0.93473 0.164
C 0.89238 3.15321 0.90171 -0.012
O -0.15216 4.11549 0.87647 -0.600
H 1.89681 3.57592 0.87866 0.357
H 0.88937 2.52618 1.79330 0.193
H 0.86523 2.49059 0.03667 -0.336
H -0.94773 3.69444 0.54272 0.476
C -2.27969 -1.76069 -2.75620 -0.712
O -2.65892 -0.84586 -1.70820 -0.547
H -2.06642 -1.20561 -3.66971 0.235
H -1.44451 -2.38073 -2.43044 0.259
H -3.14997 -2.37116 -2.99710 0.314
H -1.91120 -0.59181 -1.16233 0.242
C 3.60033 -2.07024 -1.93510 -0.442
O 2.18542 -2.12848 -1.73186 -0.493
H 3.86917 -2.87042 -2.62469 0.304
H 3.88725 -1.10144 -2.34401 0.033
H 4.24292 -2.28611 -1.08153 0.210
H 1.96349 -1.36567 -1.19290 0.078
```

=====

Record 3
Here is an isolated molecule of C22H20N4O in a non-equilibrium geometry from the Open Molecules 2025 dataset. Energies are from the ωB97M-V functional and the def2-TZVPD basis.

**Frontier orbital gap**: 8.4 eV

The geometry in XYZ format:
```
47
Properties=species:S:1:pos:R:3:mulliken_charge:R:1
C 1.84474 -1.28963 -4.22101 -1.267
C 2.14341 -1.37491 -2.73099 1.192
C 3.35129 -1.72174 -2.26427 -1.477
C 3.27091 -1.71856 -0.81524 0.997
C 4.19365 -2.11612 0.15803 -0.591
C 3.83100 -2.15786 1.51410 -0.529
C 2.52718 -1.79168 1.90190 -0.556
C 1.59087 -1.42900 0.92033 -0.607
C 1.97493 -1.37905 -0.43542 -0.107
N 1.29173 -1.08221 -1.64476 0.371
C 0.12316 -0.31909 -1.66276 -0.077
N -0.73781 -0.50031 -2.70098 -0.525
C -1.91737 0.10373 -2.65941 -0.076
C -2.19237 1.00096 -1.69338 1.338
C -1.22107 1.24104 -0.75798 0.148
N -1.49655 2.14005 0.26770 -0.135
C -0.54567 2.44092 1.33344 -1.204
C -0.86856 1.59850 2.53945 1.060
C 0.21232 1.17382 3.34576 -0.447
C -0.02894 0.43229 4.48541 -0.635
C -1.33655 0.12585 4.84410 -0.378
C -2.41891 0.55005 4.11067 -0.729
C -2.16895 1.33615 2.94505 -0.216
N -0.07569 0.60449 -0.72018 -0.404
C -3.53252 1.64998 -1.84473 -0.725
O -4.11212 0.94556 -2.96150 -0.388
C -3.13733 0.03036 -3.54180 -0.519
H 2.63278 -1.63938 -4.89478 0.360
H 1.60120 -0.23823 -4.48685 0.268
H 0.95563 -1.88932 -4.38101 0.306
H 4.18996 -2.03359 -2.86252 0.405
H 5.22251 -2.38169 -0.12884 0.342
H 4.55025 -2.38714 2.29181 0.384
H 2.28601 -1.71519 2.98541 0.341
H 0.56298 -1.10927 1.16777 0.323
H -2.45878 2.37269 0.36544 0.212
H -0.66901 3.47734 1.59834 0.398
H 0.49321 2.28634 1.02286 0.394
H 1.22782 1.37784 3.04403 0.335
H 0.79718 0.12031 5.12176 0.418
H -1.56253 -0.42680 5.75501 0.345
H -3.42440 0.33350 4.44724 0.396
H -3.05857 1.71820 2.41467 0.231
H -3.40240 2.75783 -2.08336 0.219
H -4.12073 1.56396 -0.92714 0.343
H -2.88290 0.34800 -4.57811 0.236
H -3.50498 -1.02899 -3.58328 0.235
```